(i)
Density functional theory data (wB97M-V/def2-TZVPD) for a 6-piece molecular cluster, CH14N2O5 overall.

Last columns: bonded neighbours and bond lengths (Å).
Cartesian coordinates (Å):
1 O 0.71 -0.80 2.05  H10 0.955, H13 0.982
2 O 1.55 -1.36 -0.47  H20 0.987, H22 0.973
3 O 0.45 1.82 1.75  H11 0.988, H17 0.964
4 O -0.61 1.92 -2.29  H12 0.964, H21 1.010
5 O 1.67 1.37 -0.56  H18 0.959, H19 1.026
6 N -1.74 -1.69 0.97  C8 1.249, H15 1.006
7 N -1.83 -1.53 -1.40  C8 1.410, H9 0.983, H14 0.995
8 C -1.76 -1.03 -0.09  N6 1.249, N7 1.410, H16 1.157
9 H -2.32 -0.99 -2.07  N7 0.983
10 H 0.11 -1.51 2.25  O1 0.955
11 H 1.05 1.74 2.53  O3 0.988
12 H -0.12 1.86 -1.46  O4 0.964
13 H 1.05 -1.09 1.17  O1 0.982
14 H -1.79 -2.52 -1.42  N7 0.995
15 H -1.54 -1.31 1.88  N6 1.006
16 H -1.68 0.13 -0.01  C8 1.157
17 H 0.07 0.94 1.79  O3 0.964
18 H 2.56 1.70 -0.70  O5 0.959
19 H 1.39 1.75 0.35  O5 1.026
20 H 1.88 -0.44 -0.36  O2 0.987
21 H 0.14 2.19 -2.91  O4 1.010
22 H 0.76 -1.17 -1.01  O2 0.973

Output
SMILES string	[H]/N=C/N.O.O.O.O.O
E_HOMO	-9.73	eV
net charge	0
orbital gap	0.37154	Ha
E_LUMO	0.38	eV

---

(ii)
Density functional theory data (wB97M-V/def2-TZVPD) for a 6-piece molecular cluster, CH14N2O5 overall.

Last columns: bonded neighbours and bond lengths (Å).
Cartesian coordinates (Å):
1 O -1.20 1.16 -3.04  H11 0.969, H20 0.968
2 O -0.24 -1.00 2.77  H15 0.967, H17 0.990
3 O 3.18 3.24 3.05  H13 0.966, H14 0.965
4 O 2.26 -0.12 3.78  H16 0.969, H19 0.958
5 O -1.05 2.24 -6.21  H9 0.962, H21 0.962
6 N -0.88 -3.40 0.67  C8 1.361, H10 1.008, H12 1.004
7 N -1.02 -1.17 0.13  C8 1.273, H18 1.009
8 C -0.98 -2.39 -0.24  N6 1.361, N7 1.273, H22 1.090
9 H -1.49 1.60 -6.78  O5 0.962
10 H -0.72 -3.13 1.63  N6 1.008
11 H -0.23 1.14 -2.99  O1 0.969
12 H -0.58 -4.32 0.41  N6 1.004
13 H 2.27 3.38 3.35  O3 0.966
14 H 3.66 3.54 3.83  O3 0.965
15 H -1.12 -0.67 3.02  O2 0.967
16 H 1.31 -0.30 3.86  O4 0.969
17 H -0.29 -1.12 1.79  O2 0.990
18 H -1.45 -0.51 -0.51  N7 1.009
19 H 2.52 -0.35 2.89  O4 0.958
20 H -1.31 1.84 -3.73  O1 0.968
21 H -1.44 3.10 -6.44  O5 0.962
22 H -1.21 -2.76 -1.24  C8 1.090

Output
SMILES string	[H]/N=C/N.O.O.O.O.O
E_HOMO	-9.68	eV
net charge	0
orbital gap	0.37780	Ha
E_LUMO	0.60	eV

---

(iii)
Density functional theory data (wB97M-V/def2-TZVPD) for a 6-piece molecular cluster, CH14N2O5 overall.

Last columns: bonded neighbours and bond lengths (Å).
Cartesian coordinates (Å):
1 O -0.14 -2.27 0.21  H12 0.959
2 O -2.07 -0.75 1.07  H15 1.053, H22 0.986
3 O 0.50 2.11 0.21  H9 0.945
4 O -0.12 1.05 2.31  H17 1.089, H18 0.941
5 O 1.86 -1.02 1.15  H16 0.936, H20 1.086
6 N 0.99 -0.48 -1.67  C8 1.429, H10 1.015, H11 1.086
7 N -1.12 0.85 -1.48  C8 1.516, H13 1.029, H21 1.046
8 C -0.11 0.13 -2.35  N6 1.429, N7 1.516, H14 1.062, H19 1.075
9 H 0.63 3.03 0.41  O3 0.945
10 H 1.69 0.19 -1.37  N6 1.015
11 H 0.67 -1.26 -0.99  N6 1.086
12 H -0.25 -3.17 0.52  O1 0.959
13 H -0.53 1.59 -1.07  N7 1.029
14 H -0.56 -0.58 -3.00  C8 1.062
15 H -1.54 -0.08 1.69  O2 1.053
16 H 1.59 -0.63 1.95  O5 0.936
17 H 0.24 1.53 1.40  O4 1.089
18 H -0.27 1.69 2.99  O4 0.941
19 H 0.34 0.86 -3.00  C8 1.075
20 H 1.01 -1.65 0.91  O5 1.086
21 H -1.45 0.27 -0.67  N7 1.046
22 H -1.38 -1.39 0.78  O2 0.986

Output
E_HOMO	-9.90	eV
net charge	0
orbital gap	0.14660	Ha
E_LUMO	-5.91	eV

---

Q: Which of them is the most stable? A: (i).

---

(i)
Density functional theory data (wB97M-V/def2-TZVPD) for C2H2N2O in the gas phase.

Last columns: bonded neighbours and bond lengths (Å).
Cartesian coordinates (Å):
1 O -1.93 0.55 -0.52  C4 1.208
2 N 1.59 0.34 0.68  N3 1.187, C5 1.763
3 N 0.63 0.69 1.29  N2 1.187, C5 1.486
4 C -0.83 0.06 -0.64  O1 1.208, C5 1.518, H7 1.106
5 C 0.01 -0.43 0.53  N2 1.763, N3 1.486, C4 1.518, H6 1.136
6 H 0.91 -1.08 0.30  C5 1.136
7 H -0.38 -0.14 -1.63  C4 1.106

Output
SMILES string	O=CC1N=N1
E_HOMO (spin up / spin down)	-9.60 / -9.60	eV
net charge	0
orbital gap (spin up / spin down)	0.33945 / 0.33941	Ha
E_LUMO (spin up / spin down)	-0.36 / -0.36	eV

---

(ii)
Density functional theory data (wB97M-V/def2-TZVPD) for a 2-piece molecular cluster, C2H2N2O overall.

Last columns: bonded neighbours and bond lengths (Å).
Cartesian coordinates (Å):
1 O 0.82 1.54 1.35  C5 1.252, H7 0.990
2 N 0.04 -0.68 0.94  C5 1.132
3 N -0.19 -0.54 -2.09  C4 1.109
4 C -1.01 -0.92 -1.45  N3 1.109, H6 1.036
5 C 0.42 0.37 1.10  O1 1.252, N2 1.132
6 H -1.84 -1.25 -0.92  C4 1.036
7 H 1.76 1.47 1.07  O1 0.990

Output
SMILES string	N#CO.C#N
E_HOMO	-11.18	eV
net charge	0
orbital gap	0.41457	Ha
E_LUMO	0.10	eV

---

Q: Which of them is the most stable? A: (ii).